# 1
C5H10O as an isolated structure, computed with wB97M-V/def2-TZVPD.

Structure (XYZ):
```
16
C5H10O (wB97M-V/def2-TZVPD)
O -0.95 1.60 -0.92
C 1.55 -1.10 0.47
C -0.70 -0.15 -0.24
C 0.53 0.00 0.56
C 1.84 0.24 -0.12
C -2.00 -0.15 0.36
H -1.18 1.57 -1.87
H -0.56 -0.65 -1.20
H 2.06 -1.40 1.38
H 0.38 0.46 1.54
H 1.34 -1.93 -0.21
H -2.04 -0.11 1.44
H -2.77 -0.74 -0.12
H 1.82 0.36 -1.20
H 2.56 0.89 0.39
H -1.88 1.12 -0.26
```

Atomic partial charges in e from the natural (NBO) method, atoms 1 to 6: atom 1 (O): -0.913, atom 2 (C): -0.397, atom 3 (C): 0.147, atom 4 (C): -0.291, atom 5 (C): -0.396, atom 6 (C): -0.813



# 2
16
Properties=species:S:1:pos:R:3 method="wB97M-V/def2-TZVPD" smiles="CC[C@H](C)C=O"
O 2.81 0.55 0.17
C -1.91 -0.31 0.53
C 0.43 0.44 -0.24
C 1.70 0.95 0.41
C -0.42 -0.22 0.87
C 0.73 -0.48 -1.41
H -2.35 0.69 0.41
H -2.08 -0.87 -0.40
H -0.18 -0.76 -1.94
H -2.46 -0.82 1.33
H 1.54 1.75 1.17
H -0.01 -1.21 1.07
H 1.41 0.00 -2.12
H -0.32 0.35 1.80
H -0.11 1.34 -0.59
H 1.22 -1.39 -1.06



# 3
16
Properties=species:S:1:pos:R:3 method="wB97M-V/def2-TZVPD" smiles=C[C@@H]1[C@H](C)[C@@H]1O
O -0.25 1.90 -0.18
C -1.02 -0.85 -1.22
C 0.24 -0.28 0.95
C -0.52 0.96 0.78
C -1.07 -0.63 0.28
C 1.56 -0.31 0.19
H -2.03 -0.99 -1.63
H -0.94 1.38 1.71
H 2.01 -1.31 0.21
H 1.47 -0.02 -0.86
H 2.27 0.38 0.67
H -0.46 -1.77 -1.45
H 0.71 1.97 -0.25
H -0.54 -0.02 -1.76
H -1.81 0.21 0.58
H 0.37 -0.62 1.97



# 4
16
Properties=species:S:1:pos:R:3 method="wB97M-V/def2-TZVPD" smiles=OC1CCCC1
O -1.63 -0.17 0.94
C -1.04 0.10 -0.34
C 0.97 -0.87 0.38
C -0.09 1.29 -0.15
C -0.13 -1.08 -0.66
C 1.23 0.65 0.35
H 2.04 0.88 -0.35
H 1.52 1.03 1.33
H 0.26 -1.01 -1.69
H -2.57 -0.27 0.79
H -0.54 1.97 0.58
H -1.81 0.29 -1.10
H 0.56 -1.16 1.35
H -0.67 -2.03 -0.56
H 0.05 1.84 -1.08
H 1.87 -1.47 0.20



# 5
The molecule C5H10O in a non-equilibrium geometry, computed with wB97M-V/def2-TZVPD.

Structure (XYZ):
```
16
C5H10O (wB97M-V/def2-TZVPD)
O 0.46 -0.20 0.94
C 1.30 -0.46 -1.27
C -0.06 1.31 1.45
C 0.04 -0.51 -0.44
C -1.09 0.33 -1.02
C -0.46 0.02 2.01
H -1.41 -0.15 -1.96
H -0.77 1.35 -1.23
H -0.02 -0.37 2.92
H 2.10 -1.02 -0.78
H 1.64 0.57 -1.43
H -0.29 -1.54 -0.33
H 0.85 1.55 2.00
H -1.95 0.37 -0.36
H -1.45 -0.34 1.76
H 1.11 -0.91 -2.25
```

Atomic partial charges in e from the natural (NBO) method, atoms 1 to 6: atom 1 (O): -0.417, atom 2 (C): -0.627, atom 3 (C): -0.271, atom 4 (C): 0.123, atom 5 (C): -0.642, atom 6 (C): -0.152



# 6
The molecule C5H10O, computed with wB97M-V/def2-TZVPD.

Structure (XYZ):
```
16
C5H10O (wB97M-V/def2-TZVPD)
O 1.62 -0.48 -0.80
C 0.30 0.06 -0.48
C -1.79 -0.56 0.82
C 0.50 1.49 -0.03
C 2.09 -0.52 -2.01
C -0.31 -0.86 0.57
H 1.29 -0.08 -2.67
H -0.21 -1.90 0.21
H -0.44 1.92 0.34
H -2.22 -1.29 1.51
H -1.93 0.44 1.26
H -0.29 0.02 -1.41
H -2.37 -0.60 -0.11
H 0.85 2.11 -0.86
H 1.23 1.53 0.78
H 0.26 -0.78 1.49
```

Atomic partial charges in e from the natural (NBO) method, atoms 1 to 6: atom 1 (O): -0.476, atom 2 (C): 0.093, atom 3 (C): -0.608, atom 4 (C): -0.637, atom 5 (C): 0.126, atom 6 (C): -0.420



# 7
16
Properties=species:S:1:pos:R:3 method="wB97M-V/def2-TZVPD" smiles="COC1=CCC1.[H][H]"
O -1.09 0.36 1.11
C -0.28 0.48 0.05
C -0.43 -0.09 2.28
C 1.04 0.39 -0.18
C -0.67 0.71 -1.38
C 0.86 0.63 -1.67
H -0.05 -2.23 -0.24
H -0.50 -2.82 -0.25
H 1.30 1.55 -2.08
H 1.14 -0.22 -2.30
H -1.14 1.67 -1.63
H -1.27 -0.11 -1.80
H -0.06 -1.11 2.14
H 1.92 0.19 0.43
H -1.17 -0.07 3.08
H 0.41 0.57 2.52



# 8
16
Properties=species:S:1:pos:R:3 method="wB97M-V/def2-TZVPD" smiles="C=CC.CC=O"
O 1.37 -0.91 1.02
C -0.98 -0.78 1.61
C 0.37 -0.23 1.16
C -0.23 0.28 -0.95
C 0.89 -0.39 -1.70
C -0.12 1.50 -0.41
H 0.78 2.11 -0.55
H -0.88 -0.93 2.69
H 0.45 0.90 1.27
H -1.82 -0.10 1.42
H 0.93 -1.47 -1.53
H -0.95 2.01 0.07
H 1.86 0.02 -1.39
H -1.23 -0.14 -1.04
H -1.19 -1.76 1.17
H 0.75 -0.20 -2.77



# 9
16
Properties=species:S:1:pos:R:3 method="wB97M-V/def2-TZVPD" smiles=C[C@@H]1[C@H](C)[C@@H]1O
O -0.21 1.86 -0.38
C 1.68 -0.34 0.25
C -0.56 0.98 0.64
C 0.34 -0.19 0.95
C -0.97 -0.40 0.22
C -1.06 -0.76 -1.24
H -1.76 -0.85 0.83
H -0.87 -1.83 -1.41
H 2.13 -1.30 0.50
H 1.58 -0.29 -0.84
H 0.36 -0.50 1.99
H 0.48 2.45 -0.04
H -0.35 -0.18 -1.84
H -1.11 1.44 1.46
H -2.06 -0.53 -1.63
H 2.38 0.45 0.55



# 10
17
Properties=species:S:1:pos:R:3 method="wB97M-V/def2-TZVPD" charge=-2 smiles=[O-]CCCCC[O-]
O 2.64 -1.28 2.05
O -1.68 0.87 -3.15
C -0.69 0.27 0.63
C 0.27 -0.76 1.30
C -1.59 1.14 -1.88
C -0.74 0.01 -0.98
C 1.85 -0.29 1.88
H -1.11 2.09 -1.79
H 0.34 -0.07 -1.21
H 1.61 0.08 2.91
H -1.69 0.13 1.04
H -0.12 -1.27 2.32
H -1.15 -0.88 -1.32
H 0.56 -1.70 0.74
H 2.22 0.32 1.03
H -0.41 1.26 0.88
H -2.66 1.06 -1.49



# 11
17
Properties=species:S:1:pos:R:3 method="wB97M-V/def2-TZVPD" smiles=COC[C@H]1C[C@H]1O
O 0.97 -0.47 0.64
O -0.93 0.99 1.39
C -0.84 0.04 -0.96
C 2.25 -0.04 0.72
C 0.45 -0.44 -0.77
C -1.97 -0.45 -0.18
C -1.55 0.80 0.28
H 2.47 0.05 1.77
H -2.93 -0.48 -0.66
H -1.80 -1.28 0.48
H 2.30 0.96 0.26
H 1.16 0.08 -1.42
H -2.12 1.66 -0.02
H 0.00 0.48 1.32
H -0.98 0.45 -1.95
H 2.85 -0.68 0.08
H 0.55 -1.50 -1.01



# 12
17
Properties=species:S:1:pos:R:3 method="wB97M-V/def2-TZVPD" smiles="C=C[C@@H](C)O.C=O"
O -0.34 -1.57 -0.67
O -1.69 -0.42 1.69
C 1.70 -0.80 0.38
C 0.76 -0.72 -0.83
C -1.52 0.75 1.95
C 0.37 0.71 -1.12
C -0.88 1.10 -1.37
H -1.12 2.14 -1.59
H 1.18 1.44 -1.12
H 2.04 -1.83 0.52
H -2.21 1.29 2.63
H 1.18 -0.49 1.29
H 1.30 -1.10 -1.70
H -0.80 -1.31 0.15
H -1.69 0.38 -1.40
H 2.58 -0.15 0.25
H -0.68 1.33 1.53



# 13
17
Properties=species:S:1:pos:R:3 method="wB97M-V/def2-TZVPD" smiles="C=CCCC=O.O"
O 1.19 -2.08 -0.26
O -1.24 -3.05 1.15
C 0.15 2.66 0.76
C 0.20 -0.14 -1.26
C -0.72 0.55 -0.22
C 0.07 1.34 0.79
C 1.30 -0.92 -0.58
H 0.72 0.77 1.46
H -1.25 -0.24 0.29
H -1.37 1.24 -0.75
H -0.29 -3.15 1.03
H 2.19 -0.32 -0.35
H -0.43 3.18 0.01
H 0.72 3.24 1.47
H -0.38 -0.81 -1.87
H 0.65 0.63 -1.90
H -1.51 -2.91 0.24



# 14
C5H10O2 as an isolated structure, computed with wB97M-V/def2-TZVPD.

Structure (XYZ):
```
17
C5H10O2 (wB97M-V/def2-TZVPD)
O 0.37 -1.54 0.07
O 2.78 -0.74 0.83
C -1.16 0.47 -0.47
C 1.23 0.90 -0.03
C -2.38 -0.43 -0.24
C 2.53 0.43 0.59
C -0.02 0.23 0.49
H -2.15 -1.46 -0.52
H 1.32 -1.55 0.35
H 1.39 0.83 -1.13
H -0.87 0.43 -1.53
H -2.67 -0.42 0.82
H 3.31 1.19 0.79
H -1.45 1.51 -0.26
H -3.23 -0.11 -0.83
H 1.11 1.97 0.19
H -0.11 -1.71 0.89
```

Atomic partial charges in e from the natural (NBO) method, atoms 1 to 6: atom 1 (O): -0.811, atom 2 (O): -0.563, atom 3 (C): -0.517, atom 4 (C): -0.642, atom 5 (C): -0.605, atom 6 (C): 0.486



# 15
17
Properties=species:S:1:pos:R:3 method="wB97M-V/def2-TZVPD" smiles="C=CCC=O.CO"
O 1.50 -0.41 1.32
O -0.67 1.53 1.29
C -0.34 0.84 -1.50
C 1.52 -0.76 -1.06
C -1.63 0.56 1.61
C 1.41 -1.18 0.39
C 0.11 -0.41 -1.51
H 1.94 -1.56 -1.66
H -1.53 -0.36 1.01
H -1.37 1.07 -1.75
H 0.29 1.68 -1.23
H 0.20 1.11 1.35
H 2.17 0.12 -1.12
H -2.62 0.98 1.40
H -1.60 0.28 2.67
H -0.55 -1.24 -1.76
H 1.19 -2.25 0.56



Relative energy (zero: lowest compared OMol25 entry of this formula, charge and spin)
In order: 90.5 7.4 84.7 5.0 106.5 72.0 64.6 56.1 25.5 44.5 92.9 57.2 46.4 104.1 57.4
Unit: kcal per mole
Lowest unoccupied orbital energy
In order: 1.056 1.031 0.772 0.937 1.035 0.918 1.178 0.963 0.908 7.243 0.959 0.424 0.841 0.813 0.588
Unit: eV
E_tot
In order: -271.6084 -271.7408 -271.6177 -271.7447 -271.5829 -271.6379 -271.6497 -271.6632 -271.7120 -346.7920 -346.8774 -346.9343 -346.9515 -346.8596 -346.9339
Unit: Ha